The following is a DFT calculation (wB97M-V/def2-TZVPD) of a molecular structure, C11H36N12O13Zn in a non-equilibrium geometry.

Properties
LUMO (spin up / spin down) (eV): 2.05 / 2.02
Spin multiplicity: 2
<S²>: 0.7509
Net charge: -1
Highest occupied orbital energy (spin up / spin down) (eV): -2.3 / -6.8
Frontier orbital gap (spin up / spin down) (eV): 4.310 / 8.799

Each line ends with the Mulliken spin population.
CARTESIAN COORDINATES (ANGSTROEM)
Zn (-0.61916, -0.60608, -2.40065)  1.868
C (0.06868, -0.40360, -0.00007)  -0.151
O (0.31780, -1.37955, -0.73204)  -0.341
O (0.21405, -0.24583, 1.22501)  -0.071
O (-0.44342, 0.48466, -0.71299)  -0.513
C (1.30651, -1.13533, 4.29563)  0.000
O (1.63863, -1.57608, 5.34740)  0.000
N (0.27329, -0.36454, 4.09466)  0.000
N (2.01934, -1.35828, 3.24883)  0.000
H (-0.04319, 0.01132, 3.21223)  0.003
H (-0.27253, -0.12328, 4.90951)  0.000
H (2.91375, -1.81939, 3.33558)  0.000
H (1.74988, -0.97873, 2.35249)  0.001
C (2.15049, -4.32900, -1.43090)  0.030
O (2.99809, -5.21275, -1.58516)  -0.001
N (2.31784, -3.28760, -0.73822)  0.004
N (0.99991, -4.37253, -1.99358)  0.001
H (3.20460, -2.94789, -0.39420)  0.000
H (1.48490, -2.72062, -0.66861)  0.010
H (0.23998, -3.88165, -1.54453)  -0.002
H (0.78703, -5.14994, -2.60220)  0.004
C (-3.34826, -2.26419, -1.90249)  0.197
O (-2.33725, -1.60014, -1.99109)  -0.074
N (-4.09744, -2.47265, -2.91708)  -0.006
N (-3.88541, -2.73009, -0.81626)  0.009
H (-4.78053, -3.18418, -2.69976)  0.004
H (-3.83065, -2.19937, -3.85208)  0.003
H (-3.35356, -2.67247, 0.04043)  -0.004
H (-4.75070, -3.25046, -0.79193)  -0.006
C (-3.35386, 1.44350, 0.98032)  0.010
O (-4.50025, 1.55392, 1.32909)  0.000
N (-2.26442, 1.12866, 1.70829)  0.000
N (-3.06049, 1.44502, -0.28236)  0.013
H (-2.37837, 0.98959, 2.70216)  0.000
H (-1.39477, 0.81763, 1.29954)  0.002
H (-2.09712, 1.27452, -0.53320)  0.011
H (-3.60226, 2.08643, -0.84377)  0.002
C (2.16964, 0.43341, -2.87287)  0.127
O (1.02345, 0.37339, -3.17897)  -0.101
N (3.08669, 1.05229, -3.60677)  0.004
N (2.75865, -0.34655, -2.02181)  0.007
H (4.07594, 1.13060, -3.41872)  -0.002
H (2.78352, 1.15135, -4.56509)  -0.013
H (1.93009, -0.65355, -1.53261)  -0.056
H (3.74519, -0.54775, -2.10169)  -0.003
C (-0.56446, -3.95589, 1.65564)  0.002
O (-0.93749, -5.09524, 1.36946)  -0.001
N (0.65007, -3.71687, 1.86995)  -0.001
N (-1.32049, -2.91824, 1.96072)  0.000
H (1.39809, -4.35019, 1.62611)  0.000
H (0.73169, -2.71673, 1.98471)  -0.001
H (-0.95028, -1.98344, 2.05655)  0.001
H (-2.30453, -3.08409, 1.80499)  -0.001
C (0.58088, 3.55831, -2.64525)  -0.001
C (0.45172, 5.01930, -3.11666)  0.000
O (-0.66777, 5.16102, -3.95444)  -0.001
O (-0.26987, 3.26141, -1.53046)  0.008
H (1.55609, 3.25006, -2.26836)  -0.002
H (0.36024, 2.88334, -3.47219)  0.008
H (1.32590, 5.36516, -3.66830)  0.000
H (0.29996, 5.66457, -2.25139)  0.000
H (-0.74636, 6.10063, -4.13484)  0.000
H (0.01429, 2.45083, -1.10175)  0.013
C (0.37787, 3.09737, 2.43004)  0.002
C (0.80524, 4.05690, 3.51627)  0.000
O (2.01539, 4.58389, 3.21377)  0.000
O (1.34193, 2.08688, 2.09542)  -0.001
H (0.11322, 3.61456, 1.50779)  -0.001
H (-0.56937, 2.59973, 2.63785)  0.000
H (0.85000, 3.47439, 4.43648)  0.000
H (-0.01413, 4.77561, 3.52997)  0.000
H (2.72707, 3.95171, 3.33806)  0.000
H (0.90081, 1.30278, 1.76042)  0.006